Entry 1:
The following is a DFT calculation (wB97M-V/def2-TZVPD) of C32H41BiN6OSSe4 as an isolated structure.

Atoms and positions in Å:
Bi 1.619 0.363 -0.658
Se 1.862 0.852 -3.358
Se 4.316 0.690 -0.174
Se 3.853 2.085 -3.396
Se 5.243 0.572 -2.310
S 1.959 3.231 -0.146
O 1.930 0.976 1.841
N -0.581 -1.329 -0.953
N 2.130 -2.079 -0.828
N -1.001 1.988 -0.565
N -2.774 3.047 0.615
N 1.471 2.144 2.283
N -1.491 1.321 1.566
C 3.074 -2.470 1.811
C -1.834 -0.228 -3.252
C -3.886 0.072 -1.823
C -3.129 3.826 -0.557
C -4.593 -0.118 -0.640
C 5.566 -3.276 -1.577
C 1.448 -4.470 -1.069
C -2.573 -0.359 -1.951
C 0.457 4.470 3.361
C -1.862 4.180 -1.313
C 3.456 -2.575 -0.669
C -1.759 2.112 0.458
C 6.070 -3.456 -0.299
C -1.170 2.883 -1.700
C 5.255 -3.210 0.797
C -1.977 -1.847 1.504
C -1.935 -0.984 -0.863
C -3.245 2.321 2.890
C -3.832 2.812 1.581
C 3.951 -2.767 0.627
C 1.037 2.180 3.564
C -2.647 -1.184 0.330
C 1.150 -2.984 -1.001
C 0.521 3.307 4.137
C -0.213 -2.601 -1.092
C 3.708 -2.692 -3.171
C -2.459 1.058 2.613
C -1.228 -3.688 -1.401
C 4.258 -2.843 -1.781
C 0.911 4.433 2.068
C -3.970 -0.756 0.421
C 1.423 3.254 1.470
H -2.227 -3.267 -1.483
H -1.248 -4.466 -0.633
H 3.177 -1.748 -3.287
H -0.849 0.214 -3.100
H 5.642 -3.340 1.802
H -0.990 -4.179 -2.349
H -3.807 3.259 -1.212
H -4.363 0.563 -2.666
H -1.974 -2.936 1.395
H -5.619 0.219 -0.552
H -1.914 0.734 3.502
H 1.148 1.240 4.084
H 0.890 -5.013 -0.302
H -2.584 3.088 3.303
H 7.094 -3.781 -0.156
H -0.932 -1.535 1.590
H -3.157 0.258 2.333
H 1.156 -4.891 -2.035
H 0.175 3.278 5.161
H 0.057 5.388 3.775
H 2.133 -3.024 1.756
H -4.559 2.076 1.204
H -3.661 4.717 -0.218
H -0.184 3.088 -2.114
H -2.091 4.782 -2.195
H 2.995 -3.496 -3.396
H 0.887 5.313 1.441
H -0.878 0.554 1.327
H 3.581 -2.736 2.740
H -1.200 4.753 -0.657
H 2.820 -1.406 1.854
H -1.752 2.377 -2.481
H -1.673 -1.213 -3.700
H 4.511 -2.731 -3.908
H -4.518 -0.923 1.345
H 6.195 -3.462 -2.442
H -4.362 3.754 1.723
H 2.504 -4.667 -0.919
H -4.042 2.116 3.607
H -2.496 -1.608 2.434
H -2.391 0.386 -3.962

The charge is -1. The calculation puts the HOMO-LUMO gap (alpha / beta) at 5.9 / 6.5 eV. Its spin multiplicity is 2. The HOMO energy (alpha / beta) comes out at -0.12572 / -0.14905 Eh.

Entry 2:
The following is a DFT calculation (wB97M-V/def2-TZVPD) of C32H41CaN7O5S as an isolated structure.

Atoms and positions in Å:
Ca -0.310 0.112 -0.341
S -1.635 -2.074 2.212
O 2.304 0.024 1.969
O -0.130 -2.186 -0.487
O -1.889 -0.519 -1.816
O 1.594 -1.245 -3.118
O -0.670 -6.928 -1.440
N -1.057 -0.477 2.113
N 2.089 -0.081 0.567
N 1.033 3.733 -3.222
N -0.975 -0.390 4.506
N 1.738 -0.968 -1.889
N -0.575 2.425 2.209
N -0.094 2.024 -1.905
C -0.389 -4.502 -0.851
C 4.251 -1.168 0.853
C 0.855 4.100 3.121
C -1.521 2.060 1.213
C 3.061 -0.775 0.043
C -1.895 -2.901 -1.963
C -0.763 -3.121 -1.061
C -2.451 -2.099 3.697
C -3.444 -3.057 3.887
C 2.895 -1.228 -1.324
C -0.769 0.159 3.218
C 1.284 3.254 4.172
C -3.572 -2.396 6.240
C -0.190 1.519 3.226
C -2.599 -3.999 -2.497
C -2.037 -1.297 4.743
C 3.964 -1.972 -2.089
C 0.776 3.010 -2.133
C -2.552 -1.491 6.065
C -0.102 3.713 2.236
C 0.166 -7.363 -0.301
C 2.296 4.440 -3.493
C 1.591 3.388 -0.902
C 0.057 3.753 -4.302
C -2.137 -5.332 -2.341
C -0.433 5.144 -4.745
C 0.676 1.986 4.246
C -3.894 -1.462 -2.656
C 2.543 5.753 -2.705
C -4.069 -3.171 5.145
C -2.504 -1.574 -2.128
C -1.029 -5.594 -1.467
H -4.217 -0.446 -2.506
H 2.319 4.700 -4.557
H 4.753 -1.258 -2.426
H 4.662 -0.268 1.305
H 0.382 -4.571 -0.066
H 1.136 4.173 -0.335
H 0.230 -8.474 -0.372
H -4.074 -1.716 -3.738
H 1.255 5.111 3.086
H 3.232 3.807 -3.357
H 0.978 1.254 5.057
H 3.964 -1.818 1.725
H 1.515 0.415 2.362
H -0.929 5.614 -3.888
H -3.467 -3.762 -3.131
H -2.255 1.300 1.555
H -4.902 -3.840 5.347
H 2.629 3.701 -1.186
H -0.792 3.130 -3.991
H -1.824 2.924 0.610
H 0.378 5.802 -5.047
H -0.646 0.200 5.283
H 0.480 3.218 -5.152
H 1.157 -6.925 -0.300
H -2.603 -6.167 -2.899
H 2.764 5.515 -1.665
H 5.115 -1.599 0.318
H 1.620 2.502 -0.230
H -4.534 -2.142 -2.108
H -0.722 1.859 -2.711
H 4.497 -2.720 -1.457
H -0.391 -7.109 0.596
H 3.475 -2.434 -2.933
H 1.700 6.420 -2.789
H -2.186 -0.869 6.885
H -0.522 4.409 1.566
H 1.939 3.575 5.018
H 3.469 6.259 -3.069
H -3.824 -3.527 2.991
H -1.187 5.025 -5.536
H -4.061 -2.495 7.238

The charge is -2. The calculation puts the HOMO-LUMO gap (alpha / beta) at 2.1 / 2.1 eV. The HOMO energy (alpha / beta) comes out at 0.06766 / 0.06796 Eh.

Entry 3:
The following is a DFT calculation (wB97M-V/def2-TZVPD) of C32H41Cl3IN8O5PRbS2 as an isolated structure.

Atoms and positions in Å:
I 5.295 -2.289 2.118
Rb -0.347 0.103 0.839
Cl 3.054 2.470 6.706
Cl 2.736 4.595 4.832
Cl 0.388 3.481 6.075
S -0.888 0.004 4.874
S -2.877 -1.848 0.062
P 0.138 0.182 -2.975
O 1.077 -0.284 -1.908
O -2.383 1.705 1.616
O -4.496 1.986 2.450
O -3.569 -2.623 1.081
O -1.432 -2.092 -0.044
N 1.230 -1.607 4.834
N 2.029 -2.644 0.892
N 1.073 -0.258 6.657
N 0.267 2.866 -0.841
N 1.921 1.591 3.325
N -3.210 -0.343 -0.027
N 3.112 0.973 0.376
N 1.041 -1.915 3.516
C 3.658 1.094 -0.833
C -3.524 -2.399 -1.535
C -1.538 0.588 -2.487
C 5.173 -0.708 -0.462
C 1.990 -2.856 -0.421
C -4.444 -2.913 -4.132
C 0.317 -4.535 -0.189
C -5.245 -2.245 -3.206
C 1.332 -3.092 3.136
C 0.529 -0.601 5.436
C 1.952 3.059 5.476
C 0.750 1.629 -3.877
C 1.903 2.205 4.291
C 1.222 -3.361 1.671
C -2.723 -3.077 -2.442
C -4.793 -1.989 -1.922
C 0.359 -4.328 1.179
C -0.544 6.159 -0.338
C 0.786 5.398 -0.406
C -0.048 -1.052 -4.286
C 4.606 -0.834 0.791
C 0.495 3.975 -0.656
C 1.786 -4.200 4.048
C 4.675 0.280 -1.300
C -3.607 1.455 1.756
C 3.570 0.010 1.171
C -4.926 -3.165 -5.540
C 1.547 5.514 0.919
C 1.147 -3.789 -1.007
C -4.173 0.251 0.900
C -3.183 -3.335 -3.731
C 1.640 5.919 -1.570
H 0.946 -1.336 -4.635
H -2.547 -3.854 -4.443
H 1.101 -4.303 4.894
H -5.835 -2.599 -5.748
H -4.996 0.734 0.360
H -1.083 6.079 -1.282
H 0.624 0.538 7.081
H -1.530 1.477 -1.858
H 1.724 1.390 -4.310
H -4.168 -2.878 -6.270
H 1.134 -3.908 -2.082
H 0.056 1.923 -4.667
H -5.147 -4.225 -5.694
H 2.468 4.930 0.891
H 1.161 5.708 -2.527
H -2.163 0.752 -3.366
H 3.101 -0.080 2.141
H 2.625 5.450 -1.567
H -0.636 -0.669 -5.121
H 5.077 0.412 -2.296
H -1.177 5.756 0.452
H -1.734 -3.384 -2.120
H 1.871 -2.151 5.393
H 1.796 6.560 1.108
H 5.974 -1.361 -0.782
H -6.229 -1.901 -3.507
H 0.939 5.141 1.744
H 0.871 2.447 -3.169
H -5.406 -1.446 -1.212
H 2.790 -3.998 4.435
H 1.825 -5.142 3.506
H 3.261 1.893 -1.449
H -0.297 -4.872 1.847
H 1.767 6.999 -1.474
H -0.347 7.212 -0.132
H 2.079 -0.258 6.737
H -0.364 -5.263 -0.611
H 2.666 -2.261 -1.023
H -4.557 -0.468 1.625
H -0.542 -1.930 -3.869
H -1.947 -0.225 -1.892

The charge is -1. The calculation puts the HOMO-LUMO gap at 5.1 eV. The HOMO energy comes out at -0.13110 Eh.

Entry 4:
The following is a DFT calculation (wB97M-V/def2-TZVPD) of C32H41ClF6NO4PPdS2Si as an isolated structure.

Atoms and positions in Å:
Pd -0.995 -0.283 -0.165
Cl -1.170 -0.499 -2.519
S -2.700 -0.029 2.370
S -2.197 2.693 2.615
P -0.328 2.073 -0.743
Si 0.426 -2.465 0.181
F -1.151 3.675 4.760
F -3.768 -2.192 1.584
F -0.973 1.523 4.635
F -3.823 -0.207 0.002
F -2.874 2.426 5.165
F -5.120 -0.609 1.595
O -1.305 -0.273 1.923
O -0.880 2.649 2.037
O -2.908 -0.515 3.695
O -2.932 3.911 2.498
N -3.111 1.469 2.236
C -1.191 6.001 0.016
C -0.282 2.062 -2.596
C -0.163 -3.795 -2.396
C 2.165 -2.055 -0.601
C 1.143 -1.842 2.970
C -0.551 -3.777 -0.912
C -0.005 3.224 -3.325
C -2.062 -3.535 -0.809
C -0.731 -3.427 2.624
C 0.016 3.219 -4.708
C 1.784 1.972 1.054
C -2.549 6.050 -0.258
C 1.626 -4.131 2.166
C 2.995 -1.276 0.429
C 2.067 -1.185 -1.859
C -0.620 0.940 -3.336
C -1.787 2.555 4.413
C -3.216 4.911 -0.685
C -0.491 4.812 -0.128
C -1.159 3.675 -0.565
C -0.256 -5.195 -0.388
C 3.698 2.951 -0.696
C -0.283 2.057 -5.408
C 1.416 2.303 -0.249
C 0.621 -2.967 2.057
C -2.523 3.722 -0.838
C 2.388 2.790 -1.123
C 2.953 -3.330 -0.960
C -3.877 -0.814 1.172
C -0.625 0.907 -4.721
C 4.053 2.632 0.606
C 3.091 2.148 1.480
H 2.632 -3.839 1.868
H 3.045 -4.019 -0.122
H 0.181 4.147 -2.791
H 3.080 -0.982 -2.227
H -0.916 0.005 -5.242
H 1.602 -0.221 -1.644
H 1.675 -4.423 3.222
H -3.093 6.976 -0.125
H 0.257 4.128 -5.242
H -0.606 -5.355 0.628
H -2.357 -2.540 -1.159
H 2.218 -1.703 2.887
H 1.039 1.596 1.742
H 3.836 -0.784 -0.073
H 3.968 -3.035 -1.254
H 5.077 2.754 0.935
H -0.780 -5.912 -1.032
H -3.047 2.824 -1.149
H 3.359 1.885 2.496
H -1.266 -4.130 1.987
H -0.674 6.887 0.361
H 2.141 3.039 -2.144
H -0.269 -2.836 -2.894
H 2.522 -3.877 -1.795
H -4.281 4.942 -0.877
H 2.411 -0.504 0.927
H -2.438 -3.634 0.208
H 0.926 -2.124 4.006
H -0.274 2.050 -6.490
H -0.553 -3.923 3.585
H 0.565 4.767 0.110
H -2.586 -4.260 -1.442
H -0.836 -4.496 -2.903
H 1.515 -1.670 -2.665
H 3.408 -1.937 1.190
H 1.333 -5.011 1.600
H 0.808 -5.435 -0.435
H 0.651 -0.888 2.799
H 0.851 -4.149 -2.559
H 4.441 3.331 -1.386
H -1.403 -2.592 2.806

The charge is 0. The calculation puts the HOMO-LUMO gap (alpha / beta) at 6.9 / 7.3 eV. Its spin multiplicity is 3. The HOMO energy (alpha / beta) comes out at -0.25267 / -0.33845 Eh.

Entry 5:
The following is a DFT calculation (wB97M-V/def2-TZVPD) of C32H41F2N5O3S3SbTi as an isolated structure.

Atoms and positions in Å:
Sb 0.152 -1.742 0.694
Ti 0.370 1.439 0.558
S 1.987 4.401 4.073
S 5.065 0.404 0.262
S -1.110 0.062 4.684
F -1.060 3.376 -1.197
F 0.307 4.420 0.166
O 1.591 2.375 -1.161
O -0.033 1.886 -5.327
O -1.579 -0.707 -1.740
N 0.958 1.981 -3.307
N 2.625 0.909 0.728
N 0.075 0.807 -1.429
N -1.800 1.102 0.906
N 1.310 2.881 2.167
C 0.898 1.735 -1.976
C 4.718 1.643 1.372
C -0.784 0.067 -2.231
C -2.159 0.747 2.159
C 0.252 0.578 2.528
C 0.243 -1.041 -4.167
C 0.067 1.420 -4.224
C -2.766 1.320 -0.001
C -0.629 4.027 3.268
C -4.473 0.828 1.579
C 2.677 2.765 2.314
C -3.493 0.615 2.526
C -1.620 -2.435 1.647
C 1.663 -2.618 1.934
C 3.378 1.792 1.485
C -2.990 1.182 -3.985
C -2.029 0.085 -4.421
C 2.970 -0.882 -0.993
C 0.259 -3.045 -1.007
C 0.813 3.717 3.054
C 1.188 0.271 3.574
C -0.563 3.363 0.111
C -4.105 1.183 0.288
C 3.407 0.127 0.016
C -0.653 0.170 -3.758
C 0.882 -4.420 -0.798
C 0.597 -0.038 4.760
C 3.218 3.531 3.292
C 0.452 -1.228 -5.663
C 1.261 -3.846 2.746
C -2.023 -3.866 1.307
C -1.022 0.497 3.022
H -3.908 1.142 -4.569
H -1.456 -2.304 2.718
H -2.410 -1.741 1.361
H 3.528 -0.750 -1.920
H -1.171 3.103 3.472
H -2.446 -0.895 -4.186
H 1.213 -0.946 -3.665
H 3.142 -1.900 -0.640
H 0.802 -0.319 -6.151
H 2.262 0.269 3.449
H -0.759 4.695 4.118
H -1.064 4.516 2.403
H -0.242 -1.922 -3.742
H -1.268 -4.589 1.611
H 1.971 -1.823 2.611
H 5.494 2.210 1.857
H -3.745 0.332 3.540
H -2.951 -4.135 1.817
H 2.088 -4.178 3.378
H -4.838 1.369 -0.483
H -2.434 1.641 -0.974
H 2.523 -2.825 1.293
H 1.891 -4.361 -0.385
H 0.809 -2.492 -1.768
H -0.763 -3.112 -1.381
H -2.196 -3.997 0.239
H -3.274 1.063 -2.938
H -2.564 2.177 -4.122
H 0.952 -4.958 -1.746
H -0.464 -1.542 -6.160
H -1.878 0.128 -5.498
H 0.292 -5.041 -0.124
H -5.517 0.721 1.844
H 0.424 -3.625 3.410
H 1.913 -0.756 -1.203
H 1.081 -0.316 5.683
H 1.196 -2.007 -5.828
H 4.248 3.597 3.598
H -1.426 3.633 0.725
H 0.972 -4.690 2.123
H 1.482 2.795 -3.602

The charge is +1. The calculation puts the HOMO-LUMO gap at 7.1 eV. The HOMO energy comes out at -0.38001 Eh.

no.,electronic energy (eV)
1,-322901.76990
2,-83786.74126
3,-133292.51385
4,-114670.96059
5,-115034.06455